# C23H31IN3ReSe

C23H31IN3ReSe as an isolated structure (ωB97M-V with the def2-TZVPD basis set, the OMol25 dataset).

Its multiplicity is 4. The value obtained for the HOMO energy (spin up / spin down) is -0.4089 / -0.4100 Ha. As for the expectation value of S²: 3.792. The LUMO energy (spin up / spin down) comes out at -4.8299 / -5.2783 eV. As for the relative energy (zero: lowest compared OMol25 entry of this formula, charge and spin): 42.01 kcal per mole. The calculation puts the HOMO-LUMO gap (spin up / spin down) at 6.3 / 5.9 eV. As for the total energy: -104392.1112 eV. The net charge is +1.

Positions of all 60 atoms, in Å:
Re (-1.328, 0.591, -0.361)
C (4.401, 0.804, 0.668)
C (4.163, -0.480, -0.155)
C (3.815, -1.756, 0.635)
C (3.356, -0.244, -1.442)
C (4.184, -0.190, -2.565)
C (3.717, -0.098, -3.858)
C (2.354, -0.096, -4.058)
C (1.471, -0.111, -2.989)
C (0.004, -0.115, -3.393)
C (-0.649, 1.249, -3.209)
C (-0.803, -1.289, -2.829)
C (1.948, -0.118, -1.654)
N (0.965, -0.050, -0.632)
C (1.282, -0.009, 0.634)
C (0.357, -0.119, 1.679)
C (0.614, -0.201, 3.044)
C (-0.617, -0.341, 3.678)
C (-1.620, -0.305, 2.703)
N (-1.028, -0.189, 1.483)
C (-3.099, -0.369, 2.993)
C (-3.926, -0.481, 1.712)
C (-3.375, -1.596, 3.877)
C (-3.507, 0.905, 3.753)
H (5.051, 0.577, 1.515)
H (3.511, 1.302, 1.055)
H (4.912, 1.534, 0.039)
H (5.162, -0.711, -0.520)
H (2.786, -1.857, 0.972)
H (4.460, -1.817, 1.513)
H (4.026, -2.625, 0.010)
H (5.255, -0.243, -2.419)
H (4.407, -0.067, -4.690)
H (1.967, -0.084, -5.069)
H (0.005, -0.270, -4.473)
H (-0.822, 1.500, -2.148)
H (-1.614, 1.304, -3.714)
H (-0.010, 2.050, -3.576)
H (-0.950, -1.249, -1.737)
H (-0.281, -2.225, -3.023)
H (-1.784, -1.342, -3.304)
H (2.300, 0.099, 0.959)
H (1.590, -0.193, 3.504)
H (-0.780, -0.453, 4.737)
H (-3.549, -1.290, 1.081)
H (-3.915, 0.463, 1.161)
H (-4.963, -0.704, 1.959)
H (-3.078, -2.515, 3.369)
H (-4.443, -1.652, 4.093)
H (-2.842, -1.536, 4.824)
H (-3.278, 1.803, 3.176)
H (-2.993, 0.973, 4.711)
H (-4.583, 0.891, 3.938)
Se (-1.783, 2.746, 0.763)
C (-1.145, 3.717, -0.644)
N (-0.729, 4.331, -1.527)
I (-4.475, 2.102, -1.665)
C (-3.222, 0.379, -1.353)
H (-3.016, 0.025, -2.363)
H (-3.858, -0.354, -0.864)

Atom charges from the Mulliken analysis, given in e for atoms 1 to 2:
1 Re 0.43
2 C -1.27


# C23H31IrN3O5STe

C23H31IrN3O5STe as an isolated structure (ωB97M-V with the def2-TZVPD basis set, the OMol25 dataset).

Its multiplicity is 5. The value obtained for the HOMO energy (spin up / spin down) is -0.4237 / -0.4231 Ha. As for the expectation value of S²: 6.030. The LUMO energy (spin up / spin down) comes out at -2.8601 / -5.9607 eV. The calculation puts the HOMO-LUMO gap (spin up / spin down) at 8.7 / 5.6 eV. As for the total energy: -60017.2104 eV. The net charge is +1.

Positions of all 65 atoms, in Å:
Ir (-1.295, 2.968, -0.868)
O (-3.154, 3.100, 0.110)
S (-2.618, 2.220, 1.268)
O (-2.079, 3.087, 2.271)
O (-3.579, 1.230, 1.641)
O (-1.339, 1.478, 0.413)
C (2.299, 1.941, -2.537)
C (1.062, 2.932, -2.468)
O (0.858, 3.805, -3.363)
N (0.401, 2.826, -1.270)
Te (1.297, -0.397, 0.525)
C (2.738, -1.758, 1.463)
C (2.763, -3.129, 1.135)
C (2.171, -3.596, -0.145)
C (3.239, -3.994, 2.073)
C (3.748, -3.553, 3.308)
C (4.141, -4.577, 4.376)
C (3.830, -2.192, 3.544)
C (3.402, -1.266, 2.609)
C (3.516, 0.222, 2.860)
C (-0.694, -1.402, 0.605)
C (-1.300, -1.756, -0.603)
C (-0.706, -1.344, -1.929)
C (-2.573, -2.330, -0.638)
C (-3.295, -2.487, 0.564)
C (-4.746, -2.887, 0.647)
C (-2.686, -2.099, 1.770)
C (-1.408, -1.596, 1.807)
C (-0.775, -1.181, 3.102)
H (2.320, 1.480, -3.536)
H (2.146, 1.207, -1.753)
H (3.273, 2.473, -2.430)
H (2.319, -2.906, -0.969)
H (1.134, -3.835, 0.003)
H (2.674, -4.524, -0.444)
H (3.209, -5.078, 1.888)
H (3.452, -5.421, 4.427)
H (4.169, -4.064, 5.320)
H (5.153, -4.986, 4.157)
H (4.212, -1.816, 4.485)
H (4.187, 0.398, 3.693)
H (2.565, 0.666, 3.062)
H (3.963, 0.720, 1.981)
H (0.374, -1.397, -1.970)
H (-1.018, -0.319, -2.104)
H (-1.084, -1.965, -2.754)
H (-3.022, -2.605, -1.597)
H (-5.028, -3.578, -0.166)
H (-5.357, -1.986, 0.545)
H (-5.023, -3.394, 1.554)
H (-3.262, -2.224, 2.667)
H (-1.414, -1.375, 3.956)
H (-0.579, -0.123, 3.012)
H (0.190, -1.666, 3.299)
C (-3.283, 5.263, -4.474)
N (-1.869, 5.597, -4.194)
C (-1.083, 6.472, -5.122)
C (-1.453, 4.948, -3.132)
N (-1.606, 4.272, -2.165)
H (-3.331, 4.614, -5.374)
H (-3.856, 6.158, -4.608)
H (-3.608, 4.753, -3.577)
H (-1.293, 6.193, -6.140)
H (-0.062, 6.272, -4.860)
H (-1.327, 7.509, -4.949)

Atom charges from the Mulliken analysis, given in e for atoms 1 to 2:
1 Ir 0.66
2 O -0.67


# C23H31N3P2Pm

C23H31N3P2Pm as an isolated structure (ωB97M-V with the def2-TZVPD basis set, the OMol25 dataset).

Its multiplicity is 5. The value obtained for the HOMO energy (spin up / spin down) is -0.3040 / -0.2626 Ha. As for the expectation value of S²: 6.401. The LUMO energy (spin up / spin down) comes out at -2.9931 / -3.0038 eV. The calculation puts the HOMO-LUMO gap (spin up / spin down) at 5.3 / 4.1 eV. As for the total energy: -63947.6321 eV. The net charge is +1.

Positions of all 60 atoms, in Å:
C (-4.218, -2.197, -2.063)
C (-3.328, -1.143, -2.246)
C (-3.601, 0.146, -1.706)
C (-4.748, 0.293, -0.858)
C (-5.614, -0.800, -0.662)
C (-5.338, -2.011, -1.255)
C (-4.920, 1.497, -0.193)
C (-4.060, 2.559, -0.429)
C (-2.937, 2.352, -1.309)
C (-1.998, 3.415, -1.482)
C (-2.157, 4.597, -0.774)
C (-3.251, 4.773, 0.090)
C (-4.208, 3.792, 0.246)
H (-3.972, -3.166, -2.529)
H (-6.506, -0.637, -0.050)
H (-6.014, -2.865, -1.123)
H (-5.733, 1.610, 0.521)
H (-1.389, 5.381, -0.909)
H (-3.350, 5.740, 0.607)
H (-5.068, 3.915, 0.896)
N (-2.663, 1.115, -1.765)
Pm (0.219, -0.097, 0.324)
C (-2.025, -1.340, -2.970)
H (-1.702, -0.454, -3.530)
H (-1.937, -2.220, -3.608)
C (-0.796, 3.143, -2.301)
H (-1.024, 2.557, -3.210)
H (-0.185, 4.040, -2.551)
P (-0.635, -1.588, -1.773)
P (0.392, 2.030, -1.415)
C (1.158, 3.453, -0.471)
H (2.039, 3.117, 0.116)
H (1.453, 4.213, -1.222)
H (0.418, 3.843, 0.246)
C (1.615, 2.078, -2.815)
H (1.755, 3.143, -3.070)
H (2.583, 1.600, -2.527)
H (1.184, 1.486, -3.630)
C (-1.114, -3.317, -1.284)
H (-1.313, -3.812, -2.247)
H (-0.294, -3.851, -0.734)
H (-2.012, -3.297, -0.632)
C (0.650, -2.044, -3.030)
H (1.612, -2.361, -2.542)
H (0.208, -2.857, -3.599)
H (0.842, -1.147, -3.656)
H (-1.628, -0.175, 1.327)
H (-1.105, -0.999, 1.466)
C (2.543, -2.931, 0.468)
C (3.249, -1.583, 0.375)
N (2.768, -0.355, 0.449)
C (3.812, 0.525, 0.046)
C (4.965, -0.205, -0.266)
N (4.527, -1.558, -0.048)
H (2.632, -3.404, -0.559)
H (3.070, -3.619, 1.179)
H (1.474, -2.892, 0.779)
H (3.556, 1.625, 0.004)
H (5.961, 0.024, -0.663)
H (5.041, -2.404, -0.272)

Atom charges from the Mulliken analysis, given in e for atoms 1 to 2:
1 C -0.35
2 C 0.14


# C23H32As2N3S4SbSeTc

C23H32As2N3S4SbSeTc as an isolated structure (ωB97M-V with the def2-TZVPD basis set, the OMol25 dataset).

The value obtained for the HOMO energy (spin up / spin down) is -0.6037 / -0.6076 Ha. The LUMO energy (spin up / spin down) comes out at -11.2975 / -10.6723 eV. The calculation puts the HOMO-LUMO gap (spin up / spin down) at 5.1 / 5.9 eV. As for the total energy: -267916.7645 eV. The net charge is +3.

Positions of all 67 atoms, in Å:
Tc (1.532, -0.224, -0.968)
C (2.653, 3.497, -1.894)
As (2.530, 2.155, -0.511)
C (4.303, 2.163, 0.246)
C (1.363, 2.900, 0.805)
C (1.808, 3.745, 1.813)
C (0.895, 4.236, 2.740)
C (-0.445, 3.893, 2.647)
C (-0.891, 3.051, 1.633)
C (0.017, 2.549, 0.709)
As (-0.471, 1.323, -0.702)
C (-2.272, 0.775, -0.287)
C (-0.773, 2.377, -2.297)
H (3.165, 4.345, -1.437)
H (1.663, 3.804, -2.216)
H (3.237, 3.144, -2.743)
H (4.551, 3.209, 0.422)
H (5.001, 1.745, -0.477)
H (4.342, 1.606, 1.177)
H (2.849, 4.030, 1.894)
H (1.234, 4.881, 3.539)
H (-1.153, 4.279, 3.368)
H (-1.943, 2.802, 1.589)
H (-2.797, 1.667, 0.057)
H (-2.338, -0.008, 0.462)
H (-2.736, 0.434, -1.206)
H (-1.197, 3.338, -2.005)
H (-1.484, 1.844, -2.927)
H (0.144, 2.522, -2.859)
S (5.768, -2.576, -4.059)
Sb (6.897, -2.650, -2.234)
S (3.161, 0.080, -2.494)
S (3.510, -1.734, -1.616)
S (5.194, -1.589, -0.514)
C (-5.556, -3.794, -0.535)
C (-4.170, -3.294, -0.807)
C (-3.088, -3.728, -0.040)
C (-1.795, -3.289, -0.281)
C (-0.646, -3.796, 0.544)
C (-1.634, -2.366, -1.331)
Se (0.155, -1.905, -1.756)
C (-2.680, -1.923, -2.158)
C (-2.480, -1.079, -3.387)
C (-3.945, -2.396, -1.853)
H (-5.571, -4.534, 0.260)
H (-5.980, -4.243, -1.434)
H (-6.210, -2.968, -0.251)
H (-3.256, -4.436, 0.762)
H (-1.003, -4.453, 1.335)
H (-0.096, -2.979, 1.020)
H (0.058, -4.378, -0.055)
H (-1.521, -0.559, -3.400)
H (-3.272, -0.338, -3.494)
H (-2.513, -1.706, -4.279)
H (-4.778, -2.084, -2.472)
N (-0.716, -0.715, 4.006)
C (0.396, -0.629, 3.264)
C (0.345, -0.562, 1.852)
N (1.464, -0.502, 1.139)
C (2.641, -0.534, 1.784)
C (2.662, -0.561, 3.171)
N (1.567, -0.591, 3.906)
H (-1.634, -0.790, 3.607)
H (-0.622, -0.774, 5.008)
H (-0.596, -0.577, 1.325)
H (3.547, -0.569, 1.197)
H (3.608, -0.559, 3.698)

Atom charges from the Mulliken analysis, given in e for atoms 1 to 2:
1 Tc -0.26
2 C -1.03